Formula: C38H29F15Ge2I3N3O5STa
Source: the Open Molecules 2025 dataset
Level of theory: wB97M-V/def2-TZVPD

Atoms and positions in Å:
Ta 0.17 0.90 -0.39
I -2.27 2.54 3.44
C -2.57 3.44 1.61
C -3.53 4.47 1.38
C -3.75 5.00 0.17
I -4.92 6.70 -0.01
C -3.08 4.43 -0.96
C -3.23 4.81 -2.33
C -2.55 4.13 -3.30
C -1.72 3.07 -2.94
N -1.53 2.68 -1.69
C -2.19 3.38 -0.72
C -1.83 3.01 0.58
O -0.73 2.23 0.65
H -4.06 4.83 2.24
H -3.90 5.63 -2.60
H -2.63 4.42 -4.35
H -1.21 2.51 -3.71
C 1.04 4.84 0.29
O 1.57 3.67 0.90
C 1.29 3.69 2.30
C 1.69 2.40 2.97
O 0.82 1.34 2.65
C 0.83 0.31 3.64
H 1.61 5.73 0.61
H 0.00 5.00 0.57
H 1.12 4.70 -0.79
H 0.23 3.88 2.41
H 1.81 4.53 2.76
H 1.70 2.57 4.05
H 2.74 2.14 2.72
H 0.79 0.72 4.64
H 1.73 -0.30 3.58
H -0.03 -0.33 3.44
O -0.44 -0.59 -4.41
C -0.25 -0.29 -3.29
N -0.04 0.01 -2.15
F -4.44 -1.88 1.05
C -4.29 -2.63 -0.05
C -3.05 -3.17 -0.42
C -3.03 -3.99 -1.55
F -1.91 -4.59 -1.98
C -4.17 -4.28 -2.28
F -4.12 -5.07 -3.34
C -5.39 -3.74 -1.89
F -6.48 -4.02 -2.59
C -5.44 -2.90 -0.78
F -6.62 -2.40 -0.40
Ge -1.51 -2.85 0.69
S -1.18 -0.63 0.77
C 0.03 -3.83 0.12
C -0.04 -5.21 0.27
F -1.15 -5.81 0.71
C 1.01 -6.06 -0.05
F 0.88 -7.38 0.10
C 2.19 -5.50 -0.56
F 3.21 -6.29 -0.91
C 2.29 -4.12 -0.70
F 3.40 -3.58 -1.19
C 1.22 -3.31 -0.34
F 1.46 -1.99 -0.49
C -1.70 -3.33 2.57
C -2.81 -3.92 3.17
F -3.96 -4.17 2.52
C -2.81 -4.28 4.50
F -3.92 -4.80 5.06
C -1.66 -4.12 5.25
F -1.62 -4.50 6.52
C -0.53 -3.57 4.68
F 0.60 -3.43 5.39
C -0.56 -3.20 3.35
F 0.59 -2.69 2.88
N 2.20 1.77 -3.73
C 1.78 2.73 -2.91
O 1.30 2.48 -1.80
C 1.89 4.14 -3.46
I 3.65 5.09 -2.67
H 2.18 0.82 -3.42
H 2.70 1.98 -4.60
H 1.06 4.74 -3.10
H 1.96 4.15 -4.54
C 4.64 -1.37 0.36
Ge 3.76 -0.11 -0.89
C 5.02 1.37 -1.27
C 3.40 -1.03 -2.64
C 2.19 0.52 0.18
H 5.44 -1.95 -0.11
H 3.90 -2.06 0.80
H 5.04 -0.77 1.18
H 5.98 0.96 -1.65
H 5.24 1.95 -0.38
H 4.63 2.06 -2.01
H 3.98 -1.96 -2.67
H 3.74 -0.39 -3.46
H 2.36 -1.32 -2.81
H 2.55 1.48 0.58
H 2.20 -0.20 1.01

The calculated total energy is -245061.9754 eV. Its energy relative to the best compared isomer or geometry (same formula, charge and spin) is 0.000 eV. Its total charge is +1. The value obtained for the HOMO energy is -10.90 eV. The value obtained for the largest force on an atom is 1.50 eV/Å.